{
  "formula": "CH10NO4",
  "method": "ωB97M-V/def2-TZVPD",
  "spin_multiplicity": 1,
  "homo_lumo_gap_ha": 0.3209,
  "charge": -1,
  "total_energy_ha": -399.8412,
  "max_force_ha_per_bohr": 0.0241,
  "de_lowest_kj_mol": 63.2,
  "species": ["N", "C", "O", "H", "H", "H", "H", "H", "H", "O", "H", "H", "O", "H", "H", "O"],
  "positions_angstrom": [[-1.9952, -0.2952, 0.7889], [-0.9336, -0.8640, -0.1317], [-0.2393, 0.0732, -0.8091], [-2.0091, 0.7139, 0.7007], [-1.8124, -0.4860, 1.7646], [-1.5289, -1.5293, -0.7720], [-0.2714, -1.5335, 0.4847], [2.1501, 1.5143, -0.0433], [0.9091, 0.3245, -0.5385], [2.0071, 0.5691, -0.0169], [2.6639, -2.3110, 1.1186], [2.5323, -0.8866, 1.2483], [3.1396, -1.5956, 1.5562], [-1.4298, 1.6523, -1.6405], [-2.6471, 1.3127, -0.9361], [-2.3246, 2.0192, -1.5133]]
}

=====

{
  "formula": "C46H66FN16O2S",
  "method": "ωB97M-V/def2-TZVPD",
  "spin_multiplicity": 1,
  "homo_lumo_gap_ha": 0.3000,
  "charge": 1,
  "total_energy_ha": -3316.7312,
  "max_force_ha_per_bohr": 0.0262,
  "species": ["C", "C", "N", "C", "C", "C", "C", "C", "C", "N", "C", "F", "N", "C", "S", "C", "C", "C", "C", "O", "N", "C", "C", "C", "C", "C", "C", "C", "C", "O", "H", "H", "H", "H", "H", "H", "H", "H", "H", "H", "H", "H", "H", "H", "H", "H", "H", "H", "H", "H", "H", "H", "H", "H", "H", "H", "H", "H", "H", "H", "C", "C", "N", "H", "H", "H", "C", "C", "N", "H", "H", "H", "C", "C", "N", "H", "H", "H", "C", "C", "N", "H", "H", "H", "C", "C", "N", "H", "H", "H", "C", "C", "N", "H", "H", "H", "C", "C", "N", "H", "H", "H", "C", "C", "N", "H", "H", "H", "C", "C", "N", "H", "H", "H", "C", "C", "N", "H", "H", "H", "C", "C", "N", "H", "H", "H", "C", "C", "N", "H", "H", "H"],
  "positions_angstrom": [[5.0834, -3.4809, 0.7637], [3.6996, -3.1651, 0.2231], [3.6015, -1.8015, -0.3442], [2.2174, -1.3248, -0.4541], [1.9715, -0.8202, -1.9048], [1.0557, 0.3592, -2.0471], [1.5579, 1.6403, -2.3184], [3.0176, 1.9720, -2.4247], [3.5458, 2.4150, -1.0046], [2.4734, 2.5581, -0.0118], [0.6691, 2.6739, -2.4917], [1.0695, 3.9005, -2.7639], [-0.6526, 2.4956, -2.3969], [-1.1675, 1.2783, -2.1094], [-2.9007, 1.0635, -2.0256], [-0.3395, 0.1872, -1.9169], [-0.9495, -1.1597, -1.5584], [-1.2713, -1.2494, -0.0460], [-2.7284, -1.1272, 0.3781], [-2.9745, -0.6016, 1.4357], [-3.7034, -1.6783, -0.4752], [-5.0612, -1.3183, -0.1317], [-5.6707, -1.6699, 1.0656], [-6.9825, -1.3154, 1.3243], [-7.7313, -0.6113, 0.3906], [-7.1266, -0.2629, -0.8095], [-5.8079, -0.6113, -1.0648], [4.4945, -0.8881, 0.3107], [4.1660, -0.2668, 1.6582], [5.5342, -0.5996, -0.2228], [5.8735, -3.0839, 0.1307], [5.2275, -3.1167, 1.7791], [5.2492, -4.5541, 0.8083], [3.5261, -3.8630, -0.5955], [2.9581, -3.3644, 1.0020], [1.5848, -2.1995, -0.3104], [1.9244, -0.6087, 0.3154], [1.5787, -1.6412, -2.4985], [2.9394, -0.5828, -2.3246], [3.5721, 1.1342, -2.8180], [3.1815, 2.8214, -3.0765], [4.2592, 1.6764, -0.6520], [4.0173, 3.3872, -1.0865], [2.3502, 1.7384, 0.5563], [2.5912, 3.3866, 0.5502], [-1.2692, 3.2815, -2.5576], [-3.4462, 2.2121, -2.4767], [-0.1941, -1.9028, -1.7713], [-1.7992, -1.3352, -2.2018], [-0.6981, -0.5329, 0.5332], [-0.9477, -2.2374, 0.2885], [-3.5859, -2.6859, -0.5285], [-5.1180, -2.2262, 1.8085], [-7.4459, -1.5797, 2.2645], [-8.7599, -0.3448, 0.5813], [-7.6964, 0.2825, -1.5469], [-5.4075, -0.3319, -2.0293], [4.8822, 0.5332, 1.8168], [3.1663, 0.1442, 1.7277], [4.3376, -1.0217, 2.4265], [4.7625, 3.3075, 4.2314], [4.4691, 3.9558, 2.9580], [4.2391, 4.4704, 1.9604], [4.3677, 2.2930, 4.2292], [5.8390, 3.2718, 4.3866], [4.3038, 3.8672, 5.0438], [7.0146, 1.5075, -4.4854], [5.6254, 1.2171, -4.8228], [4.5344, 0.9845, -5.0878], [7.5618, 1.8500, -5.3687], [7.0503, 2.2819, -3.7193], [7.4959, 0.6085, -4.1055], [-7.3197, 4.0789, -2.9270], [-6.4661, 2.9993, -3.4117], [-5.8120, 2.1382, -3.7955], [-6.9748, 4.4170, -1.9513], [-7.2937, 4.9103, -3.6289], [-8.3434, 3.7224, -2.8334], [-10.7286, -3.1090, 2.2929], [-9.6258, -2.9523, 3.2342], [-8.7612, -2.8362, 3.9797], [-11.3935, -2.2498, 2.3570], [-10.3386, -3.1845, 1.2791], [-11.2911, -4.0107, 2.5314], [8.3615, -1.3733, 2.5646], [7.4087, -2.2196, 3.2755], [6.6571, -2.8883, 3.8271], [8.4502, -0.4131, 3.0687], [9.3369, -1.8550, 2.5426], [8.0192, -1.2111, 1.5430], [-10.8208, -4.2064, 7.2267], [-11.3817, -4.8193, 6.0294], [-11.8197, -5.3058, 5.0877], [-11.5389, -4.2641, 8.0419], [-9.9114, -4.7305, 7.5147], [-10.5803, -3.1633, 7.0298], [4.9450, 8.0838, 1.4117], [6.2804, 8.6518, 1.5614], [7.3312, 9.0916, 1.6790], [4.3000, 8.4373, 2.2137], [4.5201, 8.3842, 0.4559], [4.9991, 6.9971, 1.4525], [-10.5609, -7.7096, 9.8082], [-11.6340, -6.7260, 9.7106], [-12.4815, -5.9593, 9.6342], [-10.7394, -8.3662, 10.6571], [-10.5235, -8.3052, 8.8982], [-9.6070, -7.2036, 9.9439], [10.4692, 3.9651, -4.5653], [9.9659, 2.8818, -5.4010], [9.5699, 2.0276, -6.0546], [10.9897, 3.5516, -3.7036], [11.1602, 4.5802, -5.1378], [9.6413, 4.5834, -4.2229], [-4.8251, 2.7265, 1.0705], [-6.0096, 3.5209, 0.7685], [-6.9400, 4.1463, 0.5312], [-3.9369, 3.2472, 0.7164], [-4.7398, 2.5659, 2.1430], [-4.8986, 1.7598, 0.5704], [12.2696, -0.3839, -6.9136], [12.7153, -0.1907, -5.5383], [13.0545, -0.0382, -4.4548], [12.0878, -1.4397, -7.1035], [11.3470, 0.1719, -7.0753], [13.0287, -0.0245, -7.6055], [-4.2108, -3.3070, -4.3887], [-3.0015, -3.4302, -3.5825], [-2.0541, -3.5270, -2.9444], [-4.0658, -3.8017, -5.3469], [-5.0476, -3.7708, -3.8700], [-4.4353, -2.2552, -4.5585]]
}